Entry 1:
This record from the OMol25 dataset describes a structure of composition C3H5FeO3 in a non-equilibrium geometry. The level of theory is wB97M-V/def2-TZVPD.

Output
- ⟨S²⟩ = 12.0184
- largest force on an atom (hartree/bohr) = 0.0957
- ΔE to the lowest compared entry with this formula, charge and spin (kcal per mole) = 3.90
- total charge = +3
- spin multiplicity = 7
- E_HOMO (alpha / beta) (eV) = -25.048 / -25.647
- frontier orbital gap (alpha / beta) (eV) = 10.0 / 7.3

```
12
C3H5FeO3, DFT wB97M-V/def2-TZVPD
H 1.000 3.325 1.388
O 0.840 1.390 1.902
C 0.785 2.591 2.176
H 0.504 2.837 3.206
O 0.481 0.917 0.409
Fe 1.775 -0.398 0.560
O 0.510 -0.958 -1.013
C -0.661 -1.213 -1.553
C -1.267 -2.403 -1.638
H -1.071 -0.262 -1.953
H -1.914 -2.591 -2.492
H -0.981 -3.233 -0.993
```

natural (NBO) atomic charge list, values in e, 6 entries: number 1, H, carries 0.26; number 2, O, carries -0.25; number 3, C, carries 0.45; number 4, H, carries 0.30; number 5, O, carries -0.48; number 6, Fe, carries 1.76



Entry 2:
This record from the OMol25 dataset describes a cluster of 2 separate species, C4H11NO in total in a non-equilibrium geometry. The level of theory is wB97M-V/def2-TZVPD.

Output
- largest force on an atom (hartree/bohr) = 0.0740
- SMILES string = C=C(N)CC.O
- ΔE to the lowest compared entry with this formula, charge and spin (kcal per mole) = 42.09
- total charge = 0
- E_HOMO (eV) = -8.580
- frontier orbital gap (eV) = 9.4

```
17
C4H11NO, DFT wB97M-V/def2-TZVPD
C 0.322 -1.183 1.955
C -0.560 -0.081 1.311
C -0.435 -0.053 -0.247
C -1.547 0.215 -0.983
N 0.807 -0.395 -0.749
H 1.331 -0.706 2.022
H 0.461 -2.102 1.249
H -0.173 -1.278 3.012
H -0.258 0.814 1.764
H -1.651 -0.119 1.535
H -2.552 0.322 -0.539
H -1.533 0.264 -2.049
H 0.707 -0.466 -1.803
H 1.122 -1.284 -0.485
H 1.702 1.958 -2.665
H 1.152 1.715 -1.309
O 1.103 2.378 -2.020
```

natural (NBO) atomic charge list, values in e, 6 entries: number 1, C, carries -0.63; number 2, C, carries -0.43; number 3, C, carries 0.19; number 4, C, carries -0.49; number 5, N, carries -0.85; number 6, H, carries 0.21



Entry 3:
This record from the OMol25 dataset describes a cluster of 2 separate species, C23H44IN2O2 in total. The level of theory is wB97M-V/def2-TZVPD.

Output
- ⟨S²⟩ = 0.7542
- largest force on an atom (hartree/bohr) = 0.0144
- total charge = 0
- spin multiplicity = 2
- E_HOMO (alpha / beta) (eV) = -7.967 / -9.214
- frontier orbital gap (alpha / beta) (eV) = 8.3 / 9.6

```
72
C23H44IN2O2, DFT wB97M-V/def2-TZVPD
C 6.390 -2.224 0.174
C 5.341 -1.962 -0.905
O 5.816 -1.154 -1.964
C 5.989 0.199 -1.608
C 4.684 1.030 -1.539
C 3.486 0.461 -2.320
C 2.282 0.069 -1.450
C 0.970 -0.005 -2.239
C -0.334 0.309 -1.455
C -0.301 1.826 -1.142
C -1.345 2.369 -0.169
C -1.253 3.894 -0.091
I -2.291 4.667 1.599
C -0.342 -0.561 -0.172
C -1.538 -1.493 0.124
C -1.014 -2.695 0.922
C -2.645 -0.820 0.976
N -2.083 -2.012 -1.163
O -1.419 -2.985 -1.650
C -2.569 -1.034 -2.176
C -3.912 -0.409 -1.738
C -2.824 -1.807 -3.476
C -1.509 0.065 -2.450
H 6.172 -3.167 0.680
H 6.383 -1.448 0.945
H 7.389 -2.256 -0.263
H 5.032 -2.902 -1.367
H 4.449 -1.518 -0.449
H 6.659 0.627 -2.355
H 6.513 0.271 -0.646
H 4.411 1.206 -0.495
H 4.928 2.012 -1.955
H 3.139 1.229 -3.021
H 3.802 -0.390 -2.926
H 2.212 0.751 -0.597
H 2.475 -0.922 -1.023
H 0.862 -1.010 -2.668
H 1.004 0.697 -3.082
H -0.445 2.341 -2.102
H 0.690 2.123 -0.784
H -2.356 2.095 -0.483
H -1.178 1.969 0.836
H -1.655 4.371 -0.985
H -0.216 4.217 0.019
H -0.223 0.084 0.707
H 0.542 -1.202 -0.181
H -0.779 -2.370 1.938
H -0.114 -3.114 0.475
H -1.770 -3.483 0.953
H -2.631 -1.243 1.984
H -3.637 -1.010 0.579
H -2.504 0.255 1.075
H -4.496 -1.121 -1.152
H -3.780 0.489 -1.130
H -4.501 -0.154 -2.623
H -1.891 -2.079 -3.973
H -3.401 -1.180 -4.160
H -3.379 -2.727 -3.282
H -2.057 1.006 -2.573
H -1.068 -0.147 -3.428
C -3.034 1.998 4.131
C -3.648 1.147 5.236
C -2.587 0.478 6.117
C -1.742 -0.435 5.348
N -1.075 -1.130 4.725
H -2.427 1.387 3.462
H -3.807 2.477 3.533
H -2.395 2.780 4.545
H -4.292 0.381 4.800
H -4.280 1.764 5.878
H -3.052 -0.083 6.928
H -1.945 1.234 6.574
```

Mulliken atomic charge list, values in e, 6 entries: number 1, C, carries -1.30; number 2, C, carries 0.09; number 3, O, carries -0.41; number 4, C, carries -0.51; number 5, C, carries -1.00; number 6, C, carries -0.65